Entry 1:
Below is a cluster of 2 separate species, C6H11FNS in total in a non-equilibrium geometry, with properties calculated with ωB97M-V/def2-TZVPD.

## Properties
frontier orbital gap = 9.552 eV
2S+1 = 1
M = 148.23 g/mol
energy above the lowest of the compared OMol25 structures with the same formula, charge and spin = 26.1 kcal per mole
strongest force on any atom = 3.24 eV/A
net charge = +1

Geometry (Å):
C1 -0.109 -1.612 -0.292
C2 0.064 -0.501 0.085
C3 -0.270 -2.975 -0.721
C4 -1.201 2.425 -0.800
C5 -1.118 0.896 1.520
C6 -0.148 1.636 -0.688
N1 -0.017 0.791 0.499
F1 2.814 0.488 -0.453
S1 3.410 -0.559 0.715
H1 -0.813 -3.513 0.158
H2 -0.895 -3.123 -1.530
H3 0.696 -3.438 -1.018
H4 -1.431 2.913 -1.803
H5 -1.810 2.735 -0.015
H6 3.387 -1.558 -0.293
H7 -0.966 0.242 2.368
H8 -1.182 1.894 1.892
H9 -1.952 0.618 0.943
H10 0.603 1.539 -1.403
H11 0.937 1.101 0.835


Entry 2:
Below is a structure of composition C6H7I in a non-equilibrium geometry, with properties calculated with ωB97M-V/def2-TZVPD.

## Properties
frontier orbital gap = 9.278 eV
2S+1 = 1
M = 206.03 g/mol
energy above the lowest of the compared OMol25 structures with the same formula, charge and spin = 53.0 kcal per mole
strongest force on any atom = 3.88 eV/A
net charge = 0

Geometry (Å):
C1 -1.053 -0.082 -0.047
C2 0.255 0.320 0.121
C3 -1.584 -1.469 0.246
C4 -1.626 -1.060 -1.149
C5 1.328 0.824 0.357
C6 2.676 1.269 0.544
I1 -2.283 1.524 0.462
H1 -0.697 -2.012 0.434
H2 -2.509 -1.392 0.719
H3 -0.942 -1.476 -1.958
H4 -2.447 -0.636 -1.604
H5 2.675 2.147 1.149
H6 3.028 1.368 -0.454
H7 3.178 0.676 1.181


Entry 3:
Below is a structure of composition C26H53BeBrF2K2N2O12P2S3 in a non-equilibrium geometry, with properties calculated with ωB97M-V/def2-TZVPD.

## Properties
frontier orbital gap = 2.087 eV
2S+1 = 1
M = 948.97 g/mol
strongest force on any atom = 7.35 eV/A
net charge = 0

Geometry (Å):
C1 1.490 -0.075 -1.049
C2 2.251 1.049 -0.369
O1 2.109 2.260 -1.095
P1 2.908 2.293 -2.537
C3 3.857 3.858 -2.430
C4 3.259 5.112 -3.108
C5 4.211 5.614 -4.164
Br1 3.392 6.863 -5.398
C6 1.610 2.505 -3.816
C7 1.320 1.209 -4.532
C8 0.242 1.212 -5.661
S1 -0.656 2.713 -6.095
C9 -1.894 2.931 -4.874
S2 -2.406 1.709 -3.961
N1 -2.308 4.253 -4.833
C10 -3.698 4.417 -4.429
C11 -3.820 5.030 -3.042
O2 -2.889 4.597 -2.121
C12 -1.536 4.714 -2.587
C13 -1.451 5.119 -4.025
H1 2.119 -0.503 -1.804
H2 1.221 -0.796 -0.296
H3 0.589 0.345 -1.467
H4 3.279 0.783 -0.179
H5 1.733 1.239 0.591
H6 3.941 4.082 -1.382
H7 4.845 3.696 -2.825
H8 3.204 5.883 -2.362
H9 2.260 4.984 -3.477
H10 4.690 4.812 -4.692
H11 4.992 6.158 -3.671
H12 1.928 3.242 -4.532
H13 0.712 2.813 -3.319
H14 2.248 0.837 -4.932
H15 0.993 0.470 -3.822
H16 0.731 0.944 -6.580
H17 -0.469 0.430 -5.467
H18 -4.278 3.525 -4.545
H19 -4.144 5.154 -5.089
H20 -4.800 4.862 -2.643
H21 -3.729 6.114 -3.173
H22 -1.067 3.759 -2.414
H23 -0.997 5.424 -1.967
H24 -0.447 5.072 -4.395
H25 -1.744 6.148 -4.127
C14 1.367 -4.882 3.162
C15 0.985 -3.847 4.228
C16 1.250 -2.456 3.635
S3 1.059 -2.626 1.854
O3 2.337 -2.393 1.232
O4 -0.123 -1.929 1.429
C17 0.742 -4.388 1.859
H26 1.015 -5.878 3.421
H27 2.453 -4.923 3.064
H28 -0.074 -3.948 4.470
H29 1.546 -3.994 5.148
H30 0.543 -1.715 3.997
H31 2.267 -2.123 3.829
H32 1.176 -4.838 0.971
H33 -0.338 -4.527 1.861
Be1 0.230 2.445 0.444
F1 1.505 4.483 0.295
C18 3.481 -4.993 7.544
C19 3.447 -6.469 7.177
N2 3.884 -6.743 5.823
C20 3.588 -8.096 5.388
C21 4.277 -9.259 6.113
C22 5.200 -6.243 5.468
C23 6.399 -6.704 6.310
H34 2.905 -4.399 6.835
H35 3.045 -4.850 8.533
H36 4.498 -4.603 7.579
H37 2.413 -6.810 7.275
H38 4.031 -7.029 7.925
H39 3.797 -8.172 4.318
H40 2.506 -8.238 5.476
H41 5.324 -9.352 5.830
H42 3.791 -10.197 5.843
H43 4.218 -9.162 7.197
H44 5.167 -5.151 5.502
H45 5.390 -6.477 4.419
H46 6.192 -6.668 7.380
H47 7.250 -6.048 6.121
H48 6.715 -7.714 6.054
O5 -2.879 -1.344 -2.821
P2 -3.371 -2.148 -4.025
O6 -2.206 -2.345 -5.002
O7 -4.495 -1.357 -4.693
O8 -3.892 -3.511 -3.558
C24 -8.499 5.229 -1.006
C25 -9.357 4.152 -1.643
O9 -8.923 4.175 -2.996
C26 -7.630 4.569 -3.002
O10 -6.884 4.462 -3.897
O11 -7.292 5.138 -1.779
F2 -10.664 4.482 -1.590
H49 -8.936 6.232 -1.114
H50 -8.302 5.045 0.049
H51 -9.215 3.155 -1.229
O12 -9.039 5.187 1.942
H52 -9.997 5.260 2.019
H53 -8.749 4.931 2.825
K1 -6.852 7.036 -1.163
K2 -2.081 -4.289 -3.633


Entry 4:
Below is a structure of composition C19H36CaCl2CsN3O13PS in a non-equilibrium geometry, with properties calculated with ωB97M-V/def2-TZVPD.

## Properties
frontier orbital gap = 1.017 eV
2S+1 = 1
M = 821.43 g/mol
strongest force on any atom = 7.48 eV/A
net charge = +1

Geometry (Å):
O1 -6.905 0.589 3.357
P1 -6.435 -0.840 2.857
O2 -5.406 -1.258 4.029
N1 -5.193 -0.291 1.543
C1 -5.225 1.158 1.030
C2 -3.791 1.684 1.204
C3 -3.098 0.717 2.168
C4 -3.727 -0.590 1.739
H1 -6.470 0.951 4.147
H2 -5.260 -2.214 4.014
H3 -5.480 -0.862 0.749
H4 -5.455 1.096 -0.031
H5 -5.938 1.765 1.574
H6 -3.268 1.687 0.246
H7 -3.785 2.712 1.568
H8 -3.292 1.030 3.195
H9 -2.035 0.705 1.943
H10 -3.367 -0.733 0.722
H11 -3.500 -1.498 2.290
C5 0.747 1.481 0.957
C6 -0.218 1.860 -0.056
N2 -0.979 2.167 -0.859
H12 1.460 2.293 1.143
H13 0.258 1.250 1.903
H14 1.334 0.609 0.657
C7 -2.214 -2.844 -1.756
Cl1 -3.723 -2.753 -0.818
Cl2 -1.425 -1.269 -1.804
H15 -1.558 -3.559 -1.275
H16 -2.461 -3.156 -2.763
O3 0.367 -0.263 -5.075
C8 0.262 0.931 -5.109
O4 0.472 1.561 -6.288
C9 0.170 2.947 -6.484
C10 1.313 3.849 -6.068
C11 -0.017 1.746 -3.868
H17 -0.761 3.213 -5.982
H18 -0.010 3.037 -7.553
H19 1.515 3.768 -5.000
H20 1.074 4.888 -6.294
H21 2.220 3.574 -6.606
H22 0.933 1.967 -3.378
H23 -0.621 1.150 -3.194
H24 -0.551 2.676 -4.040
C12 5.477 -3.229 1.263
C13 4.569 -2.561 2.256
C14 3.118 -2.998 2.202
O5 2.427 -1.807 2.635
C15 3.207 -0.755 2.355
O6 2.823 0.383 2.420
O7 4.433 -1.133 1.982
H25 6.513 -2.933 1.418
H26 5.408 -4.311 1.377
H27 5.210 -2.965 0.241
H28 4.960 -2.650 3.272
H29 2.874 -3.823 2.864
H30 2.796 -3.235 1.186
C16 6.393 -0.040 -2.422
C17 5.762 -1.482 -2.199
O8 6.611 -2.236 -1.676
O9 4.630 -1.608 -2.625
H31 7.401 -0.055 -1.969
H32 6.426 0.134 -3.513
H33 5.824 0.765 -1.971
C18 -1.532 -3.543 3.387
C19 -0.704 -4.597 2.828
N3 -0.044 -5.429 2.393
H34 -0.971 -2.912 4.076
H35 -1.922 -2.889 2.609
H36 -2.377 -3.957 3.936
O10 -1.380 5.225 3.608
S1 -2.051 3.991 3.166
O11 -1.086 3.096 2.482
O12 -3.152 4.373 2.243
O13 -2.648 3.279 4.318
Cs1 2.736 3.380 0.868
Ca1 8.309 -0.410 -3.746


Entry 5:
Below is a structure of composition C32H37BrN2OPS4Tl in a non-equilibrium geometry, with properties calculated with ωB97M-V/def2-TZVPD.

## Properties
frontier orbital gap = 7.521 eV
2S+1 = 1
M = 909.19 g/mol
energy above the lowest of the compared OMol25 structures with the same formula, charge and spin = 24.5 kcal per mole
strongest force on any atom = 3.54 eV/A
net charge = +2

Geometry (Å):
Tl1 1.914 -2.377 0.053
C1 -2.382 1.002 1.505
C2 -2.530 -0.469 1.172
S1 -0.930 -1.398 1.294
C3 -0.685 -1.837 3.020
C4 -0.643 -0.746 4.021
S2 0.544 0.522 3.457
C5 -0.054 2.097 4.174
C6 0.622 3.227 3.381
S3 0.728 3.057 1.581
C7 -0.508 4.281 1.066
C8 -1.916 3.784 1.133
S4 -1.971 2.216 0.137
H1 -1.660 1.320 2.224
H2 -3.400 1.434 1.745
H3 -2.873 -0.654 0.132
H4 -3.143 -0.858 1.989
H5 0.232 -2.404 2.913
H6 -1.502 -2.484 3.350
H7 -0.400 -1.124 5.045
H8 -1.588 -0.324 4.104
H9 0.248 2.163 5.215
H10 -1.121 2.120 4.149
H11 1.654 3.285 3.770
H12 0.116 4.210 3.683
H13 -0.210 4.448 0.036
H14 -0.403 5.267 1.502
H15 -2.605 4.471 0.797
H16 -2.304 3.500 2.127
Br1 -5.755 4.709 -4.145
C9 -4.849 3.713 -2.888
C10 -5.044 4.022 -1.496
C11 -4.323 3.401 -0.551
C12 -3.388 2.398 -0.952
O1 -0.823 2.010 -0.759
C13 -3.309 1.993 -2.258
C14 -2.605 0.758 -2.697
N1 -2.357 -0.227 -1.970
C15 -1.666 -1.312 -2.702
C16 -0.455 -1.037 -3.293
C17 0.328 -2.053 -3.893
C18 -0.105 -3.331 -3.842
C19 -1.383 -3.672 -3.185
C20 -1.886 -4.955 -3.168
C21 -3.006 -5.222 -2.354
C22 -3.623 -4.098 -1.683
N2 -3.197 -2.903 -1.748
C23 -2.104 -2.698 -2.505
C24 -4.013 2.651 -3.228
H17 -5.794 4.846 -1.259
H18 -4.398 3.707 0.498
H19 -2.205 0.750 -3.687
H20 -0.170 -0.022 -3.558
H21 1.190 -1.739 -4.466
H22 0.436 -4.146 -4.371
H23 -1.506 -5.757 -3.731
H24 -3.384 -6.223 -2.478
H25 -4.527 -4.207 -1.105
H26 -3.827 2.331 -4.248
C25 4.195 0.807 2.050
P1 4.155 -0.983 1.733
C26 5.230 -1.584 3.016
C27 5.011 -1.233 0.187
C28 5.450 -0.272 -0.680
C29 5.936 -0.575 -1.954
C30 6.022 -1.911 -2.329
C31 5.661 -2.907 -1.460
C32 5.064 -2.574 -0.270
H27 5.138 1.377 1.840
H28 3.973 0.843 3.103
H29 3.442 1.333 1.479
H30 4.631 -1.526 3.950
H31 6.232 -1.084 3.121
H32 5.588 -2.584 2.850
H33 5.475 0.743 -0.369
H34 6.218 0.250 -2.623
H35 6.443 -2.114 -3.290
H36 5.771 -3.953 -1.764
H37 4.886 -3.470 0.357


Entry 6:
Below is an isolated molecule of C8H7NOS2 in a non-equilibrium geometry, with properties calculated with ωB97M-V/def2-TZVPD.

## Properties
frontier orbital gap (alpha / beta) = 6.632 / 6.759 eV
2S+1 = 1
M = 197.28 g/mol
energy above the lowest of the compared OMol25 structures with the same formula, charge and spin = 45.8 kcal per mole
strongest force on any atom = 1.50 eV/A
net charge = 0

Geometry (Å):
C1 -1.582 -1.594 -0.037
C2 -2.349 -0.836 0.842
C3 -0.546 -1.004 -0.737
C4 -2.111 0.511 0.972
C5 -0.265 0.350 -0.605
C6 -1.092 1.131 0.234
C7 2.194 0.289 -0.752
C8 0.919 0.931 -1.299
N1 2.102 0.072 0.585
O1 3.141 -0.011 -1.450
S1 -0.928 2.837 0.339
S2 3.420 -0.433 1.364
H1 -1.793 -2.645 -0.163
H2 -3.135 -1.303 1.416
H3 0.076 -1.595 -1.396
H4 -2.699 1.119 1.642
H5 0.901 0.750 -2.375
H6 0.972 2.009 -1.128
H7 2.773 -0.579 2.549


Entry 7:
Below is an isolated molecule of C22H28N4O4S in a non-equilibrium geometry, with properties calculated with ωB97M-V/def2-TZVPD.

## Properties
SMILES string = CCN(CC)c1ccc(/C=N/NC(=O)c2cccc(S(=O)(=O)N3CCOCC3)c2)cc1
frontier orbital gap = 7.648 eV
2S+1 = 1
M = 444.56 g/mol
energy above the lowest of the compared OMol25 structures with the same formula, charge and spin = 83.8 kcal per mole
strongest force on any atom = 1.19 eV/A
net charge = 0

Geometry (Å):
C1 -6.218 -1.718 -1.342
H1 -5.895 -2.755 -1.301
H2 -5.575 -1.185 -2.038
H3 -7.239 -1.690 -1.714
C2 -6.149 -1.078 0.047
N1 -4.809 -0.963 0.572
C3 -4.012 0.109 0.276
C4 -2.762 0.273 0.903
C5 -1.932 1.310 0.577
C6 -2.292 2.257 -0.391
C7 -3.562 2.149 -0.960
C8 -4.400 1.106 -0.638
H4 -5.355 1.055 -1.135
H5 -3.882 2.875 -1.695
C9 -1.339 3.238 -0.836
N2 -0.132 3.131 -0.444
N3 0.850 3.934 -0.882
C10 2.149 3.691 -0.553
O1 3.044 4.433 -0.906
C11 2.359 2.476 0.293
C12 1.715 1.268 0.031
C13 1.880 0.215 0.906
C14 2.694 0.313 2.019
C15 3.381 1.495 2.247
C16 3.214 2.568 1.387
H6 3.733 3.499 1.562
H7 4.034 1.584 3.101
H8 2.765 -0.526 2.693
S1 1.063 -1.344 0.561
O2 -0.043 -1.137 -0.327
O3 0.831 -2.035 1.795
N4 2.194 -2.232 -0.288
C17 3.363 -2.653 0.448
H9 3.024 -3.047 1.405
C18 4.077 -3.730 -0.372
H10 5.018 -4.018 0.100
O4 4.411 -3.250 -1.654
C19 3.262 -2.839 -2.360
H11 3.612 -2.479 -3.328
C20 2.520 -1.734 -1.604
H12 1.583 -1.480 -2.099
H13 3.162 -0.841 -1.541
H14 2.585 -3.694 -2.503
H15 3.422 -4.609 -0.460
H16 4.051 -1.808 0.615
H17 1.068 1.137 -0.820
H18 0.654 4.742 -1.479
H19 -1.668 4.008 -1.545
H20 -0.972 1.404 1.058
H21 -2.425 -0.428 1.648
C21 -4.240 -2.148 1.187
C22 -3.193 -2.845 0.317
H22 -2.349 -2.191 0.111
H23 -3.627 -3.154 -0.631
H24 -2.822 -3.727 0.834
H25 -5.063 -2.839 1.385
H26 -3.798 -1.886 2.154
H27 -6.603 -0.084 0.023
H28 -6.734 -1.680 0.749


Entry 8:
Below is an isolated molecule of CH2N2O2 in a non-equilibrium geometry, with properties calculated with ωB97M-V/def2-TZVPD.

## Properties
SMILES string = O=c1[nH]o[nH]1
frontier orbital gap = 10.449 eV
2S+1 = 1
M = 74.04 g/mol
energy above the lowest of the compared OMol25 structures with the same formula, charge and spin = 107.4 kcal per mole
strongest force on any atom = 2.59 eV/A
net charge = 0

Geometry (Å):
C1 0.601 0.191 0.866
N1 0.654 -0.900 -0.016
N2 0.198 1.026 -0.147
O1 0.808 0.304 2.049
O2 0.098 -0.046 -1.031
H1 -0.035 -1.631 0.023
H2 -0.450 1.812 -0.090